Formula: C2H9AlCsN
Source: the Open Molecules 2025 dataset
Level of theory: ωB97M-V/def2-TZVPD

Element x y z (Å)
N -2.1526 -0.7163 0.7749
C -0.7218 -0.8446 0.4528
C -0.2565 0.0697 -0.7401
Al 1.4877 1.0908 -0.5127
H -2.4566 0.2136 0.5413
H -2.6640 -1.3617 0.2048
H -0.5636 -1.8771 0.1382
H -0.1624 -0.6934 1.4002
H -1.0507 0.7973 -0.9215
H -0.1723 -0.5366 -1.6438
H 1.4129 2.2404 0.6205
H 2.7470 0.1475 -0.2142
H 1.8259 1.8206 -1.9128
Cs 2.7268 -0.3503 1.8123

Orbital gap in eV: 7.6
Net charge: 0

Formula: C4H14O4
Source: the Open Molecules 2025 dataset
Level of theory: ωB97M-V/def2-TZVPD

Element x y z (Å)
C 1.2902 1.9409 0.8656
C 0.0638 1.5896 0.0026
C 0.1440 0.8525 -1.1052
O 1.2317 0.2004 -1.6323
C -0.9606 0.5073 -1.9675
H 1.9293 0.9630 0.9319
H 0.9744 2.1357 1.9126
H 1.9603 2.7232 0.3581
H -0.7946 1.6480 0.7301
H 2.1469 0.3057 -1.1539
H -1.0252 1.0969 -2.8493
H -1.9464 0.4568 -1.4287
H -0.8117 -0.4720 -2.3894
H -1.7905 0.1621 0.4335
H -1.8274 -1.0681 1.3034
O -2.0572 -0.7673 0.4280
H -0.1781 -2.0359 -0.2420
H 1.2019 -1.5563 -0.4844
O 0.7238 -2.1703 0.1313
H 0.3332 -0.7230 3.1187
H 0.1048 -1.7903 1.8551
O -0.3359 -1.1611 2.4643

Orbital gap in eV: 9.3
Net charge: 0
Energy relative to the best compared isomer or geometry (same formula, charge and spin) in eV: 1.553